(1)
ORCA calculation (ωB97M-V/def2-TZVPD) on a single C25H21BrN2O4 molecule.

E_HOMO (eV): -8.081
Charge: 0
Frontier orbital gap (eV): 8.356
Strongest force on any atom (eV Å⁻¹): 0.77
Energy (Eh): -3949.80578
Relative energy (zero: lowest compared OMol25 entry of this formula, charge and spin) (kcal per mole): 1.0
Molecular weight (g/mol): 493.357

Geometry as XYZ:
```
53
Properties=species:S:1:pos:R:3:mulliken_charge:R:1
O -0.91 -0.34 -0.92 -0.60
C -1.98 -0.90 -1.06 0.73
O -2.62 -1.02 -2.20 -0.28
C -2.07 -0.40 -3.37 -0.67
C -3.18 0.20 -4.19 0.74
C -4.02 1.15 -3.62 -0.33
C -5.05 1.70 -4.36 -0.56
C -5.23 1.33 -5.68 -0.43
C -4.40 0.39 -6.25 -0.52
C -3.37 -0.18 -5.51 -0.58
H -2.72 -0.92 -5.96 0.32
H -4.54 0.09 -7.28 0.38
H -6.03 1.76 -6.25 0.38
H -5.70 2.44 -3.91 0.38
H -3.87 1.44 -2.59 0.37
H -1.54 -1.17 -3.94 0.34
H -1.35 0.36 -3.05 0.32
C -2.72 -1.56 0.10 -0.91
N -1.90 -1.50 1.28 -0.12
C -1.88 -0.35 2.02 -0.42
O -2.80 0.44 2.03 -0.63
C -0.58 -0.15 2.75 1.04
C -0.46 0.03 4.07 -0.75
C -1.54 -0.08 5.04 0.65
C -2.61 -0.95 4.87 -0.35
C -3.62 -1.02 5.82 -0.73
C -3.56 -0.23 6.95 -0.42
C -2.49 0.63 7.14 -0.52
C -1.48 0.69 6.20 -0.51
H -0.64 1.36 6.35 0.40
H -2.43 1.24 8.03 0.37
H -4.35 -0.28 7.69 0.38
H -4.44 -1.70 5.67 0.38
H -2.65 -1.59 4.00 0.40
H 0.52 0.28 4.47 0.55
N 0.47 -0.09 1.83 0.09
C 1.81 -0.01 2.09 0.64
O 2.29 -0.05 3.20 -0.66
C 2.66 0.09 0.86 0.34
C 2.23 0.63 -0.34 -0.25
C 3.10 0.70 -1.42 -0.81
C 4.39 0.22 -1.29 0.15
C 4.84 -0.31 -0.09 -0.54
C 3.98 -0.37 0.98 -0.47
H 4.30 -0.76 1.93 0.43
H 5.86 -0.66 0.00 0.43
Br 5.57 0.31 -2.78 -0.19
H 2.77 1.12 -2.36 0.43
H 1.23 1.02 -0.46 0.49
H 0.18 -0.08 0.85 0.03
H -1.05 -2.05 1.25 0.35
H -3.00 -2.58 -0.16 0.40
H -3.63 -0.98 0.29 0.33
```

(2)
ORCA calculation (ωB97M-V/def2-TZVPD) on a molecular structure, C25H21CaCl3NO9S2.

E_HOMO (eV): -6.182
Charge: -1
Frontier orbital gap (eV): 8.294
Strongest force on any atom (eV Å⁻¹): 0.45
Energy (Eh): -4552.05516
Relative energy (zero: lowest compared OMol25 entry of this formula, charge and spin) (kcal per mole): 1.7
Molecular weight (g/mol): 690.012

Geometry as XYZ:
```
62
Properties=species:S:1:pos:R:3:mulliken_charge:R:1
Ca -0.66 -1.03 0.74 2.10
O 4.48 -4.63 -0.80 -0.56
C 3.40 -3.86 -0.47 1.30
C 3.45 -2.95 0.58 -0.53
C 2.31 -2.23 0.87 -0.14
N 1.19 -2.40 0.16 0.33
C 1.15 -3.24 -0.87 0.20
C 2.24 -4.01 -1.22 -0.87
C -0.18 -3.24 -1.63 -0.01
O -0.24 -3.91 -2.66 -0.79
O -1.06 -2.46 -1.14 -0.72
C 2.21 -1.17 1.97 -0.15
O 3.25 -0.59 2.29 -0.77
O 1.02 -0.97 2.39 -0.58
H 5.20 -4.43 -0.20 0.29
H 4.35 -2.78 1.16 0.41
H 2.18 -4.69 -2.05 0.58
O 1.03 0.78 0.03 -0.24
S 1.79 1.88 0.72 0.12
C 1.20 3.44 -0.04 -0.99
C -0.29 3.46 -0.37 -0.16
C -0.58 3.02 -1.81 -0.49
C -2.06 2.78 -2.07 -1.00
S -2.56 1.06 -1.71 -0.11
O -1.71 0.69 -0.53 -0.20
C -1.82 0.27 -3.13 0.92
C -0.55 -0.27 -3.04 -0.26
C -0.04 -0.95 -4.14 -0.84
C -0.79 -1.06 -5.30 -0.58
C -2.06 -0.51 -5.38 -0.54
C -2.59 0.14 -4.28 -0.60
C 1.08 2.14 2.34 0.85
C 1.92 2.68 3.31 -0.70
C 1.43 2.92 4.58 -0.65
C 0.11 2.59 4.90 -0.50
C -0.71 2.02 3.94 -1.32
C -0.23 1.80 2.66 -0.03
H 1.81 3.56 -0.94 0.50
H 1.50 4.22 0.67 0.54
H -0.66 4.48 -0.23 0.46
H -0.84 2.83 0.32 -0.14
H -0.01 2.11 -2.02 0.07
H -0.22 3.78 -2.50 0.51
H -2.35 2.96 -3.10 0.51
H -2.69 3.40 -1.42 0.49
H 0.00 -0.21 -2.12 0.48
H 0.94 -1.41 -4.07 0.42
H -0.39 -1.61 -6.14 0.37
H -2.65 -0.63 -6.27 0.37
H -3.60 0.53 -4.30 0.43
H 2.95 2.88 3.06 0.41
H 2.08 3.33 5.34 0.39
H -0.26 2.75 5.90 0.39
H -1.72 1.72 4.18 0.51
H -0.88 1.32 1.94 0.60
Cl -1.63 -3.61 2.09 -0.15
C -2.62 -2.81 3.35 0.58
Cl -1.55 -2.28 4.68 -0.16
Cl -3.79 -3.98 3.97 -0.16
C -3.31 -1.50 2.75 0.07
O -4.46 -1.30 3.05 -0.68
O -2.51 -0.82 2.04 -0.59
```

(3)
ORCA calculation (ωB97M-V/def2-TZVPD) on a molecular structure, C25H21Cl2N3O2SbV at a distorted geometry.

Multiplicity: 2
E_HOMO (alpha / beta) (eV): -8.921 / -9.415
Charge: +1
Frontier orbital gap (alpha / beta) (eV): 5.822 / 6.321
Strongest force on any atom (eV Å⁻¹): 1.71
Energy (Eh): -3384.47355
Molecular weight (g/mol): 639.072

Geometry as XYZ:
```
55
Properties=species:S:1:pos:R:3:mulliken_charge:R:1
V -0.19 0.44 0.12 -0.39
C 0.86 -2.71 -0.84 -1.09
C -0.62 -2.48 -0.95 0.82
C -1.49 -3.45 -1.41 -0.85
C -2.84 -3.19 -1.50 -0.44
C -3.31 -1.93 -1.12 -0.94
C -2.41 -0.99 -0.67 0.21
N -1.08 -1.27 -0.59 0.85
Sb -3.14 0.97 -0.09 0.87
C -2.15 0.85 1.87 0.60
C -2.80 1.40 2.95 -0.94
C -2.21 1.28 4.21 -0.44
C -1.02 0.60 4.34 -0.87
C -0.41 0.04 3.21 0.92
C 0.89 -0.69 3.31 -1.17
N -0.97 0.19 2.01 0.32
C -1.71 1.99 -1.41 0.59
C -2.14 3.12 -2.06 -0.94
C -1.27 3.74 -2.95 -0.43
C -0.03 3.19 -3.18 -0.88
C 0.35 2.03 -2.52 0.91
C 1.69 1.41 -2.73 -1.16
N -0.49 1.45 -1.64 0.32
H 1.11 -3.72 -1.16 0.50
H 1.19 -2.57 0.19 0.12
H 1.41 -2.00 -1.45 0.12
H -1.10 -4.42 -1.70 0.46
H -3.53 -3.94 -1.86 0.42
H -4.37 -1.69 -1.18 0.46
H -3.74 1.91 2.83 0.44
H -2.68 1.71 5.08 0.44
H -0.55 0.48 5.30 0.49
H 0.92 -1.29 4.22 0.57
H 1.72 0.02 3.36 0.18
H 1.05 -1.32 2.44 -0.02
H -3.13 3.53 -1.87 0.44
H -1.56 4.65 -3.46 0.44
H 0.66 3.65 -3.88 0.49
H 1.98 1.48 -3.78 0.57
H 1.69 0.36 -2.42 -0.03
H 2.45 1.93 -2.14 0.18
Cl 4.95 5.06 2.41 -0.21
C 3.52 4.20 1.92 0.12
C 2.28 4.85 1.98 -0.51
C 1.15 4.18 1.60 0.43
Cl -0.39 4.98 1.67 -0.22
C 1.19 2.85 1.14 -0.55
O 0.08 2.25 0.78 0.20
C 2.45 2.21 1.09 1.81
C 2.60 0.88 0.65 -0.94
O 1.61 0.12 0.25 -1.07
C 3.62 2.92 1.49 -1.48
H 2.22 5.88 2.33 0.48
H 3.58 0.44 0.62 0.36
H 4.58 2.43 1.44 0.49
```

(4)
ORCA calculation (ωB97M-V/def2-TZVPD) on a molecular structure, C25H21Cl3N3O2ReS2Si.

Multiplicity: 2
E_HOMO (alpha / beta) (eV): -4.460 / -4.881
Charge: -1
Frontier orbital gap (alpha / beta) (eV): 5.781 / 6.158
Strongest force on any atom (eV Å⁻¹): 0.45
Energy (Eh): -3824.90435
Relative energy (zero: lowest compared OMol25 entry of this formula, charge and spin) (kcal per mole): 93.1
Molecular weight (g/mol): 780.248

Geometry as XYZ:
```
58
Properties=species:S:1:pos:R:3:mulliken_charge:R:1
Re 0.22 0.10 1.25 1.63
C 4.82 -1.46 0.15 -1.20
C 3.58 -1.26 0.96 0.94
O 3.47 -1.45 2.12 -0.46
C 2.10 0.24 -1.29 1.01
C 3.17 0.32 -2.17 -0.41
C 3.14 1.24 -3.19 -1.00
C 2.03 2.08 -3.33 -0.50
C 0.97 2.01 -2.45 -0.74
C 0.98 1.09 -1.39 -0.02
O -0.03 1.03 -0.54 -0.87
H 5.49 -2.13 0.70 0.40
H 5.30 -0.49 0.05 0.25
H 4.62 -1.87 -0.84 0.32
H 4.03 -0.33 -2.06 0.18
H 3.98 1.32 -3.88 0.41
H 2.01 2.82 -4.12 0.37
H 0.12 2.67 -2.54 0.49
S -0.73 -2.13 1.23 -0.60
C 0.30 -2.96 0.08 0.85
C -0.06 -4.24 -0.36 -0.94
C 0.62 -4.88 -1.38 0.84
C 0.19 -6.19 -1.81 -0.26
N -0.16 -7.23 -2.13 -0.54
C 1.71 -4.25 -2.01 -0.13
C 2.11 -3.01 -1.55 -0.36
C 1.45 -2.40 -0.51 -0.04
S 1.87 -0.77 0.16 -0.15
C 2.41 -4.88 -3.10 -0.30
N 2.98 -5.38 -3.96 -0.57
H -0.92 -4.72 0.08 0.54
H 2.93 -2.50 -2.06 0.47
Cl 3.70 1.86 1.30 -0.36
Si 1.68 1.89 2.01 0.40
Cl 1.08 3.80 1.34 -0.35
Cl 2.00 2.17 4.06 -0.34
C -4.56 1.98 -1.35 -0.93
N -4.15 2.20 0.02 -0.01
C -3.72 3.58 0.20 -0.95
C -3.07 1.28 0.39 -0.67
C -2.79 1.21 1.87 0.62
C -3.82 1.49 2.77 -0.33
C -3.63 1.39 4.14 -0.62
C -2.38 1.00 4.62 -0.94
C -1.36 0.73 3.72 -0.01
C -1.52 0.82 2.33 -0.13
H -5.38 2.66 -1.61 0.33
H -4.91 0.96 -1.48 0.32
H -3.74 2.15 -2.07 0.29
H -4.56 4.26 0.01 0.37
H -2.89 3.84 -0.48 0.27
H -3.38 3.73 1.22 0.31
H -2.15 1.55 -0.14 0.28
H -3.35 0.29 0.03 0.47
H -4.79 1.79 2.37 0.40
H -4.44 1.61 4.83 0.37
H -2.20 0.92 5.68 0.37
H -0.39 0.46 4.13 0.23
```

(5)
ORCA calculation (ωB97M-V/def2-TZVPD) on a molecular structure, C25H21F12N2O2Pt.

Multiplicity: 3
E_HOMO (alpha / beta) (eV): -3.713 / -3.901
Charge: -1
Frontier orbital gap (alpha / beta) (eV): 6.149 / 6.308
Strongest force on any atom (eV Å⁻¹): 0.54
Energy (Eh): -2543.03535
Molecular weight (g/mol): 804.509

Geometry as XYZ:
```
63
Properties=species:S:1:pos:R:3:mulliken_charge:R:1
Pt -1.57 0.97 -0.05 1.59
C 2.86 -2.04 4.62 -1.72
C 2.11 -1.64 3.38 0.09
C 1.74 -2.55 2.41 -1.21
C 1.01 -2.16 1.30 -0.41
C 0.63 -0.82 1.07 0.70
N -0.04 -0.50 -0.09 0.21
C -0.38 -1.53 -0.97 -1.25
C 0.59 -1.96 -1.87 -0.10
C 0.37 -2.98 -2.77 -0.93
C -0.86 -3.62 -2.81 0.49
C -1.14 -4.74 -3.78 -1.47
C -1.85 -3.18 -1.94 -0.66
C -1.65 -2.15 -1.02 0.13
C -2.82 -1.71 -0.10 1.27
O -2.63 -0.60 0.67 -0.99
C -4.08 -1.41 -0.97 0.67
F -4.61 -2.48 -1.62 -0.28
F -5.07 -0.91 -0.23 -0.27
F -3.79 -0.50 -1.91 -0.25
C -3.12 -2.85 0.90 0.45
F -3.51 -4.01 0.31 -0.28
F -4.08 -2.53 1.77 -0.27
F -2.02 -3.14 1.61 -0.19
C 1.00 0.12 2.07 -0.10
C 1.71 -0.32 3.18 -0.39
C 0.58 1.60 2.01 1.25
O 0.12 2.03 0.82 -1.19
C 1.81 2.55 2.25 0.43
F 2.72 2.34 1.28 -0.30
F 1.43 3.84 2.16 -0.28
F 2.47 2.45 3.42 -0.30
C -0.49 1.86 3.13 0.63
F -1.22 2.96 2.87 -0.28
F 0.05 2.04 4.36 -0.29
F -1.35 0.84 3.23 -0.21
H 3.42 -2.96 4.46 0.39
H 2.18 -2.21 5.47 0.29
H 3.57 -1.27 4.93 0.37
H 2.00 -3.60 2.52 0.35
H 0.72 -2.91 0.58 0.33
H 1.56 -1.46 -1.82 0.50
H 1.16 -3.29 -3.45 0.29
H -0.24 -5.03 -4.32 0.35
H -1.90 -4.46 -4.51 0.32
H -1.51 -5.63 -3.26 0.34
H -2.80 -3.68 -1.97 0.49
H 1.96 0.39 3.95 0.47
C 2.05 3.20 -1.86 -1.29
C 0.83 4.11 -2.08 2.32
C 0.73 4.57 -3.53 -1.90
C 0.88 5.30 -1.11 -1.48
C -0.34 3.29 -1.71 -0.03
N -1.11 2.59 -1.24 -0.43
H 2.96 3.78 -2.05 0.46
H 2.03 2.35 -2.53 0.37
H 2.07 2.83 -0.83 0.03
H 1.60 5.18 -3.77 0.41
H -0.16 5.16 -3.70 0.41
H 0.71 3.71 -4.21 0.39
H 1.79 5.87 -1.30 0.43
H 0.88 4.95 -0.08 0.18
H 0.02 5.95 -1.26 0.39
```

(6)
ORCA calculation (ωB97M-V/def2-TZVPD) on 2 unconnected molecules or ions with the total composition C25H21F3NO8S3 at a distorted geometry.

E_HOMO (eV): -3.563
Charge: -1
Frontier orbital gap (eV): 4.936
Strongest force on any atom (eV Å⁻¹): 1.86
Energy (Eh): -3116.14933
Relative energy (zero: lowest compared OMol25 entry of this formula, charge and spin) (kcal per mole): 0.0
Molecular weight (g/mol): 616.637

Geometry as XYZ:
```
61
Properties=species:S:1:pos:R:3:mulliken_charge:R:1
F -2.27 -2.01 0.83 -0.23
C -3.06 -0.93 1.10 0.73
F -4.36 -1.31 1.02 -0.21
F -2.81 -0.52 2.37 -0.21
S -2.63 0.38 -0.12 -0.02
N -3.58 1.66 0.59 -0.09
S -5.30 2.03 0.09 1.19
C -6.37 1.54 1.44 0.42
C -7.40 0.63 1.17 -0.31
C -8.29 0.29 2.19 -0.55
C -8.17 0.88 3.45 -0.33
C -7.17 1.82 3.69 -0.60
C -6.28 2.19 2.66 -0.52
O -5.33 3.47 0.02 -0.59
O -5.54 1.20 -1.06 -0.65
S -2.66 3.05 0.98 1.33
C -1.29 2.24 1.74 0.04
C -1.26 2.14 3.12 -0.54
C -0.18 1.49 3.71 -0.49
C 0.85 0.98 2.91 -0.46
C 0.83 1.14 1.52 -0.44
C -0.22 1.84 0.94 -0.45
O -2.23 3.68 -0.24 -0.66
O -3.36 3.76 2.02 -0.65
H -7.48 0.19 0.17 0.45
H -9.07 -0.46 1.99 0.36
H -8.87 0.61 4.25 0.34
H -7.05 2.29 4.67 0.37
H -5.53 2.96 2.81 0.48
H -2.09 2.55 3.70 0.45
H -0.17 1.37 4.80 0.36
H 1.70 0.46 3.38 0.42
H 1.62 0.73 0.88 0.53
H -0.22 2.07 -0.13 0.51
C 6.00 -0.07 -1.30 -1.50
C 4.70 0.02 -0.50 1.51
C 4.78 1.03 0.64 -1.32
O 3.59 0.41 -1.32 -0.36
C 3.26 -0.48 -2.33 0.56
O 2.63 -0.05 -3.28 -0.75
C 3.71 -1.86 -2.12 -0.40
C 4.02 -2.74 -3.22 0.55
C 4.81 -3.93 -3.05 -0.55
C 5.30 -4.66 -4.13 -0.55
C 5.00 -4.29 -5.44 -0.36
C 4.24 -3.14 -5.65 -0.50
C 3.74 -2.39 -4.58 -0.37
C 4.07 -2.26 -0.76 0.63
O 4.13 -3.39 -0.33 -0.74
O 4.37 -1.24 0.12 -0.38
H 5.97 -0.80 -2.12 0.28
H 6.21 0.92 -1.72 0.36
H 6.82 -0.34 -0.62 0.38
H 3.83 1.01 1.18 0.04
H 5.59 0.77 1.33 0.39
H 4.95 2.03 0.24 0.37
H 5.06 -4.23 -2.03 0.33
H 5.93 -5.54 -3.95 0.32
H 5.36 -4.89 -6.29 0.32
H 4.00 -2.83 -6.67 0.33
H 3.18 -1.47 -4.73 0.46
```

(7)
ORCA calculation (ωB97M-V/def2-TZVPD) on a molecular structure, C25H21N3O4 at a distorted geometry.

E_HOMO (eV): -8.146
Charge: 0
Frontier orbital gap (eV): 7.509
Strongest force on any atom (eV Å⁻¹): 17.27
Energy (Eh): -1429.88492
Relative energy (zero: lowest compared OMol25 entry of this formula, charge and spin) (kcal per mole): 367.7
Molecular weight (g/mol): 427.460

Geometry as XYZ:
```
53
Properties=species:S:1:pos:R:3:mulliken_charge:R:1
C -2.45 -2.96 0.49 -1.32
C -2.93 -1.59 0.57 0.98
O -2.21 -0.58 0.94 -0.77
C -4.45 -1.41 0.20 0.23
C -5.34 -2.66 -0.04 -1.34
C -6.75 -2.41 -0.17 -0.70
C -7.28 -1.18 -0.29 -0.85
C -6.40 0.08 -0.47 -1.03
C -5.08 -0.06 -0.09 0.73
N -4.15 0.97 0.11 -0.23
C -4.49 2.51 -0.17 0.11
O -5.59 2.88 -0.65 -0.62
C -3.17 3.01 -0.13 -0.08
H -3.24 3.80 0.99 0.29
O -2.02 2.40 -0.20 -0.26
C -0.93 3.03 0.38 0.29
O -0.81 4.06 0.63 -0.34
C 0.29 2.13 0.23 0.24
C 0.32 0.93 -0.17 0.83
C 1.35 0.14 -0.06 0.36
N 1.53 -1.25 -0.49 -0.67
C 2.74 -1.35 -0.21 0.72
N 3.56 -0.17 -0.06 0.25
C 2.58 0.77 0.17 0.35
C 2.75 2.24 0.02 -0.90
C 1.66 2.82 0.33 -1.57
H 1.61 3.67 0.55 1.18
H 3.75 2.70 0.39 0.28
C 4.89 -0.17 0.05 0.12
C 5.77 -0.96 0.86 -0.20
C 7.12 -0.64 0.78 -0.41
C 7.68 0.18 -0.09 -0.21
C 6.98 1.04 -0.79 -0.59
C 5.55 0.70 -0.89 -0.26
H 4.94 1.37 -1.52 0.44
H 7.46 1.95 -1.39 0.25
H 8.81 0.35 -0.10 0.27
H 7.70 -1.34 1.75 0.11
H 5.24 -1.60 1.43 0.54
C 3.39 -2.63 -0.49 -1.76
H 2.92 -3.46 -1.02 0.41
H 4.32 -2.56 -0.86 0.45
H 3.58 -3.31 0.39 0.32
H -0.80 0.21 -0.18 -0.31
H -3.30 4.02 -0.87 0.32
H -3.09 0.71 0.42 0.47
H -6.68 0.93 -0.48 0.97
H -8.10 -1.06 -0.68 0.58
H -7.31 -3.09 -0.39 0.65
H -5.11 -3.40 0.35 0.67
H -2.77 -3.35 -0.59 0.33
H -2.82 -3.56 1.16 0.49
H -1.23 -2.82 0.36 0.21
```

(8)
ORCA calculation (ωB97M-V/def2-TZVPD) on a molecular structure, C25H21N5O12RhS at a distorted geometry.

E_HOMO (alpha / beta) (eV): -11.460 / -11.456
Charge: +1
Frontier orbital gap (alpha / beta) (eV): 6.225 / 6.057
Strongest force on any atom (eV Å⁻¹): 2.58
Energy (Eh): -2650.32594
Relative energy (zero: lowest compared OMol25 entry of this formula, charge and spin) (kcal per mole): 32.8
Molecular weight (g/mol): 718.439

Geometry as XYZ:
```
65
Properties=species:S:1:pos:R:3:mulliken_charge:R:1
Rh -1.71 0.13 -0.20 0.51
O -4.78 1.60 2.34 -0.44
C -3.88 1.03 1.57 0.60
O -2.92 1.60 1.09 -0.29
C -4.15 -0.43 1.31 0.19
C -5.04 -1.21 2.03 -0.61
C -5.17 -2.55 1.66 -0.65
C -4.43 -3.03 0.60 -0.80
C -3.56 -2.17 -0.05 0.59
N -3.43 -0.91 0.32 0.48
C -2.57 -2.57 -1.12 0.60
O -2.85 -3.57 -1.92 -0.43
O -1.51 -2.00 -1.21 -0.47
H -4.54 2.53 2.48 0.43
H -5.60 -0.78 2.85 0.56
H -5.85 -3.20 2.20 0.47
H -4.51 -4.07 0.30 0.42
H -3.77 -3.86 -1.87 0.36
O -2.11 1.12 -4.14 -0.60
C -2.13 1.30 -2.94 0.12
O -2.62 0.48 -2.02 -0.65
C -1.63 2.60 -2.38 0.96
C -2.11 3.82 -2.80 -0.41
C -1.84 4.92 -2.02 -0.64
C -1.16 4.82 -0.81 -0.47
C -0.66 3.60 -0.42 -0.37
C -0.80 2.45 -1.25 0.42
O -0.27 1.27 -1.02 -0.58
N -0.05 3.56 0.93 1.04
O -0.34 4.46 1.69 -0.62
O 0.74 2.67 1.20 -0.66
N -2.35 6.25 -2.42 1.05
O -2.12 7.18 -1.68 -0.61
O -2.96 6.31 -3.47 -0.61
H -2.70 3.92 -3.70 0.61
H -1.01 5.69 -0.20 0.66
C 4.27 0.39 -2.09 -1.52
C 2.94 0.31 -1.34 0.42
C 3.19 0.14 0.16 -0.81
N 1.94 0.01 0.94 0.27
C 1.02 -0.90 0.84 0.24
S -0.52 -0.58 1.66 -0.45
N 1.19 -2.08 0.20 0.37
C 2.37 -2.87 -0.05 0.45
O 2.41 -3.51 -1.06 -0.55
C 3.39 -2.94 1.03 -0.09
C 4.68 -3.31 0.68 -0.37
C 5.65 -3.46 1.65 -0.66
C 5.32 -3.24 2.99 -0.37
C 4.03 -2.90 3.35 -0.83
C 3.06 -2.74 2.37 0.16
H 4.09 0.54 -3.15 0.40
H 4.84 -0.53 -1.97 0.33
H 4.88 1.22 -1.73 0.37
H 2.36 -0.54 -1.72 0.21
H 2.34 1.20 -1.50 0.06
H 3.70 1.01 0.55 0.60
H 3.83 -0.72 0.35 -0.01
H 1.60 0.86 1.38 0.35
H 0.37 -2.43 -0.28 0.11
H 4.91 -3.48 -0.37 0.46
H 6.65 -3.75 1.38 0.42
H 6.08 -3.36 3.75 0.40
H 3.77 -2.77 4.39 0.42
H 2.04 -2.51 2.66 0.41
```

- Which formula does entry 6 have?
  C25H21F3NO8S3

- What is the charge in the second record?
  -1